[1]
C51H48INOP3STi as an isolated structure in a non-equilibrium geometry. Source: the Open Molecules 2025 dataset; level of theory: ωB97M-V with the def2-TZVPD basis set.

Geometry as ORCA input:
```
! RIJCOSX wB97M-V def2-TZVPD def2/J DEFGRID3
* xyz 3 1
Ti 0.683 0.565 -0.088
I 2.933 0.598 -1.815
C 4.286 2.027 -0.874
C 5.580 1.588 -0.757
C 6.574 2.468 -0.311
C 6.259 3.780 -0.106
C 4.939 4.252 -0.278
C 4.683 5.637 -0.192
C 3.424 6.136 -0.387
C 2.362 5.249 -0.559
C 2.550 3.877 -0.623
P 0.951 2.975 -0.512
C 0.166 3.907 0.851
C -1.072 4.537 0.783
C -1.590 5.164 1.904
C -0.873 5.185 3.089
C 0.380 4.594 3.152
C 0.897 3.949 2.044
C 0.167 3.399 -2.084
C 0.971 3.307 -3.305
C 0.486 2.519 -4.272
C -2.178 1.798 -4.096
C -2.894 2.255 -3.076
C -2.349 2.909 -1.820
C 3.870 3.344 -0.589
H 5.849 0.584 -1.043
H 7.582 2.106 -0.191
H 7.025 4.491 0.163
H 5.515 6.297 0.000
H 3.238 7.199 -0.371
H 1.356 5.643 -0.626
H -1.609 4.577 -0.150
H -2.552 5.647 1.842
H -1.281 5.681 3.954
H 0.952 4.640 4.066
H 1.891 3.507 2.080
H 1.911 3.831 -3.428
H 1.056 2.453 -5.188
H -2.753 1.389 -4.914
H -3.968 2.226 -3.151
H -3.111 3.593 -1.436
C -3.606 -7.562 2.613
S -3.670 -6.376 1.258
C -2.749 -4.972 1.983
C -2.311 -4.004 0.887
C -1.418 -2.912 1.482
N -0.997 -1.883 0.504
P -1.649 -0.271 0.740
C -3.425 -0.656 0.555
C -4.295 -0.380 1.604
C -5.635 -0.707 1.481
C -6.101 -1.311 0.324
C -5.232 -1.568 -0.727
C -3.894 -1.238 -0.622
C -1.465 0.645 -0.959
C -2.052 1.858 -0.797
C -1.139 3.607 -2.345
C -0.685 1.528 -4.268
C -0.449 0.329 -3.370
C -0.837 -0.001 -2.117
P 0.592 -1.950 -0.142
C 0.486 -3.570 -0.969
C 1.062 -4.687 -0.372
C 0.849 -5.941 -0.912
C 0.075 -6.092 -2.051
C -0.480 -4.978 -2.658
C -0.280 -3.720 -2.125
C 1.917 -2.172 1.094
C 3.167 -2.196 0.463
C 4.330 -2.173 1.205
C 4.255 -2.137 2.592
C 3.022 -2.140 3.221
C 1.848 -2.140 2.482
H -4.119 -8.456 2.273
H -4.112 -7.165 3.488
H -2.571 -7.795 2.841
H -1.890 -5.390 2.509
H -3.404 -4.472 2.698
H -3.190 -3.556 0.424
H -1.757 -4.551 0.122
H -0.525 -3.392 1.897
H -1.952 -2.417 2.303
H -3.919 0.087 2.505
H -6.311 -0.493 2.292
H -7.142 -1.575 0.233
H -5.598 -2.030 -1.629
H -3.216 -1.432 -1.445
H -2.470 2.050 0.195
H -1.343 4.095 -3.291
H -0.622 1.109 -5.278
H 0.021 -0.484 -3.917
H -0.714 -1.072 -1.921
H 1.671 -4.579 0.513
H 1.291 -6.806 -0.446
H -0.092 -7.071 -2.467
H -1.071 -5.093 -3.552
H -0.734 -2.869 -2.616
H 3.208 -2.272 -0.621
H 5.286 -2.190 0.706
H 5.158 -2.116 3.179
H 2.969 -2.141 4.300
H 0.894 -2.129 2.992
C 0.941 0.821 2.847
O 1.136 0.718 1.487
H 0.104 0.166 3.148
H 0.681 1.857 3.110
H 1.852 0.530 3.384
*
```

* highest occupied orbital energy: -13.68 eV

[2]
A 2-piece molecular cluster, C3H14OSi3 overall in a non-equilibrium geometry. Source: the Open Molecules 2025 dataset; level of theory: ωB97M-V with the def2-TZVPD basis set.

Geometry as ORCA input:
```
! RIJCOSX wB97M-V def2-TZVPD def2/J DEFGRID3
* xyz 0 3
C -0.347 0.696 1.388
C -2.209 0.499 -0.270
C -0.699 0.601 -0.070
O 2.436 0.734 -1.148
Si 3.904 0.917 -0.400
Si -1.126 -2.597 0.565
Si 0.021 -1.156 -0.655
H 0.767 0.837 1.408
H -0.854 1.566 1.917
H -0.632 -0.258 1.907
H -2.675 1.450 -0.060
H -2.575 -0.046 0.552
H -2.646 0.037 -1.177
H -0.159 1.465 -0.540
H 1.738 1.383 -1.305
H 4.425 -0.431 -0.386
H 4.011 1.312 1.019
H 4.371 2.117 -1.138
H -0.648 -4.003 0.536
H -1.744 -2.687 1.832
H -0.378 -1.297 -2.097
*
```

* highest occupied orbital energy (alpha / beta): -6.31 / -9.91 eV

[3]
A 13-piece molecular cluster, C35H45N13O4S overall in a non-equilibrium geometry. Source: the Open Molecules 2025 dataset; level of theory: ωB97M-V with the def2-TZVPD basis set.

Geometry as ORCA input:
```
! RIJCOSX wB97M-V def2-TZVPD def2/J DEFGRID3
* xyz 0 1
N -1.667 2.956 -1.037
C -1.162 1.908 -1.832
C -1.129 1.881 -3.172
C -0.516 0.710 -3.837
O -0.908 0.260 -4.897
C 0.622 0.082 -3.081
C 1.698 -0.491 -3.721
C 2.733 -1.020 -2.953
C 2.693 -0.955 -1.580
C 3.803 -1.464 -0.695
S 4.636 -0.026 0.008
O 4.883 0.915 -1.051
O 5.790 -0.426 0.772
C 1.592 -0.399 -0.930
C 0.574 0.113 -1.689
C -0.627 0.735 -1.075
O -1.145 0.321 -0.060
H -1.354 2.729 -0.098
H -1.131 3.787 -1.281
H -1.524 2.708 -3.743
H 1.706 -0.511 -4.802
H 3.583 -1.473 -3.445
H 3.341 -1.980 0.147
H 4.542 -2.057 -1.226
H 3.685 0.493 0.834
H 1.557 -0.343 0.151
C -0.179 2.395 3.188
C -0.464 3.445 2.219
N -0.698 4.269 1.454
H 0.876 2.421 3.458
H -0.791 2.535 4.077
H -0.408 1.426 2.744
C -3.590 5.046 4.493
C -2.522 4.794 5.455
N -1.677 4.599 6.207
H -3.821 6.110 4.471
H -3.266 4.723 3.507
H -4.477 4.485 4.774
C 3.034 4.439 5.822
C 3.073 3.565 4.655
N 3.080 2.889 3.727
H 3.747 4.102 6.572
H 3.281 5.456 5.520
H 2.035 4.430 6.253
C -0.417 -3.260 -5.947
C 0.593 -3.254 -4.895
N 1.384 -3.251 -4.062
H -0.632 -2.232 -6.239
H -0.058 -3.815 -6.809
H -1.321 -3.721 -5.581
C -4.903 -4.779 -5.508
C -3.636 -4.942 -6.205
N -2.616 -4.982 -6.732
H -5.088 -3.730 -5.326
H -5.711 -5.186 -6.116
H -4.875 -5.305 -4.559
C -3.704 -1.014 -3.502
C -4.440 -2.247 -3.224
N -5.013 -3.221 -3.017
H -2.676 -1.248 -3.777
H -4.176 -0.479 -4.323
H -3.701 -0.380 -2.618
C 1.530 -3.979 2.508
C 1.479 -2.527 2.373
N 1.440 -1.385 2.264
H 1.352 -4.258 3.545
H 0.768 -4.434 1.878
H 2.509 -4.343 2.204
C 0.997 4.680 -5.852
C -0.073 4.667 -4.861
N -0.913 4.644 -4.079
H 1.116 3.685 -6.277
H 0.754 5.382 -6.647
H 1.930 4.981 -5.380
C 1.496 3.325 9.648
C 2.817 3.499 9.052
N 3.854 3.635 8.580
H 1.084 4.295 9.921
H 0.829 2.843 8.935
H 1.574 2.706 10.539
C -3.143 -0.404 3.334
C -3.283 0.996 3.718
N -3.386 2.098 4.018
H -4.053 -0.743 2.844
H -2.306 -0.515 2.644
H -2.963 -1.013 4.218
C -3.421 -8.957 -5.015
C -4.582 -8.584 -5.817
N -5.495 -8.288 -6.446
H -3.653 -8.848 -3.958
H -3.151 -9.991 -5.217
H -2.581 -8.312 -5.266
C 5.476 0.447 4.109
C 6.515 0.414 5.134
N 7.329 0.387 5.943
H 5.185 1.474 3.904
H 5.848 -0.007 3.190
H 4.604 -0.106 4.453
*
```

* highest occupied orbital energy: -8.96 eV

Values for energy relative to the best compared isomer or geometry (same formula, charge and spin), eV, ordered as above
5.661, 0.000, 0.000